An isolated molecule of C2H3N, computed with ωB97M-V/def2-TZVPD.

Geometry (Å):
C  0.146  0.335  0.332
C  -0.286  -0.649  -0.650
N  -0.643  -1.422  -1.419
H  1.181  0.608  0.133
H  0.084  -0.092  1.331
H  -0.481  1.221  0.274

The HOMO-LUMO gap is 12.65 eV. The value obtained for the highest occupied orbital energy is -0.435 hartree.

Population analysis type Löwdin, resulting atomic charges in e:
1 C -0.08
2 C -0.29
3 N 0.12
4 H 0.08
5 H 0.08
6 H 0.08

=====

A 5-piece molecular cluster, C18H45O12S5Si overall in a non-equilibrium geometry, computed with ωB97M-V/def2-TZVPD.

Geometry (Å):
C  -4.119  1.469  1.447
C  -3.034  1.170  1.053
C  -1.664  0.975  0.575
S  -1.502  0.728  -1.221
Si  -3.072  -0.552  -2.110
C  -2.886  -0.326  -3.976
C  -4.830  -0.061  -1.689
C  -2.845  -2.339  -1.567
H  -5.036  1.971  1.669
H  -1.108  1.894  0.795
H  -1.151  0.194  1.142
H  -1.701  1.962  -1.750
H  -3.446  -1.097  -4.510
H  -1.838  -0.264  -4.282
H  -3.348  0.638  -4.233
H  -5.053  -0.225  -0.633
H  -5.118  0.937  -2.028
H  -5.465  -0.763  -2.251
H  -3.348  -2.416  -0.591
H  -1.799  -2.608  -1.405
H  -3.371  -3.003  -2.255
O  0.816  1.793  2.394
S  1.803  1.023  3.106
O  1.712  -0.404  3.141
O  1.919  1.588  4.580
C  0.723  1.683  5.387
C  0.262  0.332  5.896
C  3.413  1.485  2.564
H  -0.065  2.191  4.828
H  0.982  2.324  6.227
H  -0.069  -0.310  5.079
H  -0.572  0.454  6.588
H  1.075  -0.184  6.406
H  3.489  2.569  2.559
H  3.547  1.092  1.556
H  4.145  1.043  3.234
O  1.641  5.974  5.083
S  0.241  6.267  5.080
O  -0.716  5.268  5.446
O  -0.151  6.858  3.646
C  0.185  6.071  2.494
C  -0.737  4.878  2.336
C  -0.062  7.725  6.016
H  1.231  5.761  2.544
H  0.085  6.732  1.634
H  -0.603  4.170  3.153
H  -0.527  4.356  1.400
H  -1.781  5.193  2.344
H  0.644  8.494  5.714
H  0.079  7.471  7.064
H  -1.087  8.045  5.845
O  3.371  1.298  -3.064
S  3.590  0.485  -1.909
O  4.538  0.859  -0.907
O  3.878  -1.007  -2.375
C  4.959  -1.233  -3.309
C  6.321  -1.120  -2.655
C  2.046  0.172  -1.121
H  4.866  -0.552  -4.157
H  4.817  -2.244  -3.689
H  6.518  -0.101  -2.323
H  7.103  -1.404  -3.359
H  6.380  -1.765  -1.778
H  1.324  -0.143  -1.869
H  1.726  1.102  -0.652
H  2.186  -0.596  -0.363
O  -1.811  -4.836  -3.573
S  -1.018  -5.702  -4.399
O  -1.350  -5.908  -5.771
O  -0.877  -7.109  -3.673
C  -2.080  -7.808  -3.289
C  -2.786  -8.436  -4.475
C  0.675  -5.228  -4.287
H  -2.743  -7.135  -2.741
H  -1.764  -8.586  -2.597
H  -3.173  -7.677  -5.154
H  -3.625  -9.044  -4.136
H  -2.098  -9.061  -5.043
H  0.940  -5.098  -3.242
H  0.784  -4.289  -4.827
H  1.284  -5.997  -4.754

Its charge is +1. The HOMO-LUMO gap is 9.60 eV. The value obtained for the highest occupied orbital energy is -0.467 hartree.

Atomic partial charges in e from the Löwdin method, atoms 1 to 8:
1 C 0.15
2 C -0.18
3 C -0.42
4 S 0.95
5 Si 0.39
6 C -0.18
7 C -0.19
8 C -0.17

=====

A 4-piece molecular cluster, C2H12N2O3 overall in a non-equilibrium geometry, computed with ωB97M-V/def2-TZVPD.

Geometry (Å):
N  1.209  -1.158  1.987
C  0.890  -0.968  0.648
C  1.645  -0.307  -0.290
N  1.075  0.904  -0.907
H  2.170  -1.484  2.097
H  0.527  -1.661  2.541
H  -0.176  -1.080  0.443
H  2.432  -0.708  -0.924
H  0.087  0.605  -0.806
H  0.972  1.620  -0.191
O  4.170  0.833  -1.925
H  4.893  1.341  -2.295
H  3.429  1.381  -1.649
O  -6.667  0.096  -2.217
H  -5.730  0.200  -2.407
H  -6.822  -0.825  -1.990
O  -1.517  0.542  2.279
H  -0.652  0.702  2.676
H  -1.934  -0.034  2.930

The HOMO-LUMO gap is 7.59 eV. The value obtained for the highest occupied orbital energy is -0.264 hartree.

Atomic partial charges in e from the Löwdin method, atoms 1 to 8:
1 N 0.05
2 C -0.23
3 C -0.23
4 N -0.02
5 H 0.10
6 H 0.08
7 H 0.10
8 H 0.08

=====

A 4-piece molecular cluster, C2H11NO3 overall in a non-equilibrium geometry, computed with ωB97M-V/def2-TZVPD.

Geometry (Å):
C  1.023  1.941  -0.511
N  2.036  1.607  -1.184
C  1.928  1.903  -2.635
H  1.107  2.214  0.545
H  0.002  2.148  -0.886
H  1.105  1.313  -3.051
H  2.872  1.544  -3.043
H  1.717  2.927  -2.954
O  2.205  -0.141  1.365
H  1.235  -0.262  1.233
H  2.386  -1.091  1.467
O  -4.743  -4.228  0.732
H  -3.871  -4.359  0.402
H  -5.029  -3.327  0.557
O  -1.186  -0.067  1.616
H  -1.581  0.007  0.759
H  -1.943  0.268  2.118

The HOMO-LUMO gap is 9.47 eV. The value obtained for the highest occupied orbital energy is -0.341 hartree.

Atomic partial charges in e from the Löwdin method, atoms 1 to 8:
1 C -0.12
2 N -0.07
3 C -0.14
4 H 0.07
5 H 0.07
6 H 0.07
7 H 0.06
8 H 0.07